No. 1
A structure of composition C10H20ClIN2OPSeZr at a distorted geometry. Source: the OMol25 dataset; level of theory: ωB97M-V/def2-TZVPD.

Each line ends with the Mulliken charge.
Element x y z (Å)
1 C -0.144 -4.013 -2.407  -0.811
2 I 1.036 -2.685 -1.025  0.407
3 H -1.213 -3.876 -2.218  0.340
4 H 0.251 -5.001 -2.141  0.370
5 H 0.129 -3.731 -3.423  0.355
6 Zr -0.020 -0.288 0.160  0.251
7 P -0.138 1.269 -1.824  1.397
8 C 1.419 1.629 -2.687  -1.224
9 C -1.228 0.675 -3.154  -1.216
10 H -1.738 2.888 -1.058  0.434
11 H -0.903 3.442 -2.555  0.452
12 H -0.104 3.516 -0.926  0.378
13 C -0.777 2.951 -1.579  -1.317
14 H -2.188 0.383 -2.707  0.428
15 H -1.366 1.491 -3.879  0.405
16 H 1.204 2.317 -3.515  0.400
17 H 1.879 0.710 -3.058  0.410
18 H -0.806 -0.224 -3.623  0.381
19 H 2.144 2.074 -2.002  0.408
20 C 2.206 -0.166 -0.177  0.173
21 O 3.360 -0.218 -0.390  -0.021
22 Cl -2.203 -1.263 0.535  -0.375
23 C -2.169 0.285 3.663  -0.604
24 N -0.800 -0.187 3.794  0.175
25 C -0.309 -0.977 4.806  -0.256
26 C 1.045 -1.078 4.624  -0.375
27 N 1.364 -0.319 3.507  0.223
28 C 2.682 -0.067 2.969  -0.920
29 C 0.208 0.185 2.945  -0.163
30 Se 0.173 1.739 1.800  -0.001
31 H -2.204 1.385 3.726  0.354
32 H -2.761 -0.207 4.459  0.303
33 H -2.557 -0.007 2.679  0.176
34 H -0.947 -1.403 5.557  0.485
35 H 1.802 -1.608 5.186  0.532
36 H 3.406 0.057 3.796  0.379
37 H 2.988 -0.868 2.276  0.293
38 H 2.641 0.883 2.405  0.377

Values from the calculation:
HOMO energy ... -19.1681 eV
Frontier orbital gap ... 6.509 eV
Energy above the lowest of the compared OMol25 structures with the same formula, charge and spin ... 0.0 kcal/mol
E_LUMO ... -12.66 eV
Net charge ... +3

=====

No. 2
An isolated molecule of C10H20ClNO2P. Source: the OMol25 dataset; level of theory: ωB97M-V/def2-TZVPD.

Each line ends with the Mulliken charge.
Element x y z (Å)
1 C 0.362 -1.222 2.043  -1.575
2 C 0.348 -1.330 0.513  1.614
3 C 0.685 -2.779 0.143  -1.893
4 C -0.994 -0.986 -0.129  -1.926
5 C -1.411 0.479 -0.256  2.014
6 C -2.534 0.542 -1.319  -1.910
7 P -2.347 1.272 1.184  0.071
8 O -2.766 -0.001 2.145  -0.453
9 Cl -0.904 2.074 2.405  -0.206
10 C -0.248 1.349 -0.770  -2.212
11 C 1.234 0.905 -0.596  1.937
12 C 2.009 1.899 0.269  -1.633
13 C 1.875 0.871 -1.990  -1.994
14 N 1.429 -0.478 -0.047  0.609
15 O 2.577 -0.678 0.471  -0.661
16 H 1.137 -1.874 2.443  0.443
17 H 0.585 -0.216 2.381  0.288
18 H -0.600 -1.535 2.448  0.305
19 H 0.421 -3.005 -0.892  0.404
20 H 0.161 -3.470 0.804  0.396
21 H 1.758 -2.928 0.254  0.457
22 H -1.744 -1.548 0.435  0.564
23 H -0.999 -1.397 -1.143  0.422
24 H -2.764 1.574 -1.587  0.433
25 H -2.210 0.020 -2.222  0.476
26 H -3.460 0.067 -0.977  0.502
27 H -3.532 -0.471 1.782  0.329
28 H -0.410 1.459 -1.844  0.335
29 H -0.343 2.359 -0.363  0.441
30 H 3.079 1.743 0.172  0.380
31 H 1.734 1.823 1.318  0.343
32 H 1.777 2.909 -0.076  0.417
33 H 1.422 0.085 -2.597  0.418
34 H 1.734 1.828 -2.496  0.445
35 H 2.942 0.661 -1.906  0.422

Values from the calculation:
HOMO energy (alpha / beta) ... -7.9275 / -9.0177 eV
Multiplicity ... 2
⟨S²⟩ ... 0.754
Frontier orbital gap (alpha / beta) ... 8.347 / 9.437 eV
E_LUMO (alpha / beta) ... 0.42 / 0.42 eV